Entry from the OMol25 dataset: 8 unconnected molecules or ions with the total composition C52H108F9N5O6 in a non-equilibrium geometry (the ωB97M-V functional and the def2-TZVPD basis).

Calculated values
- Charge: +2
- Frontier orbital gap: 0.1892 Eh
- Total energy: -99846.303 eV
- E_HOMO: -9.462 eV
- LUMO: -4.3144 eV

XYZ file:
```
180
Properties=species:S:1:pos:R:3:forces:R:3:mulliken_charge:R:1
H 4.763817 -1.827570 1.538405 0.459 -0.230 0.702 -0.072
H 5.338597 3.043970 -1.163645 -0.189 0.506 -0.022 0.251
H -3.979773 0.028530 -5.802755 -0.062 0.042 0.358 0.322
H 2.383367 1.785770 -4.670185 0.013 -0.006 -0.301 0.367
H -1.249723 3.853100 -2.558025 -0.345 -0.103 0.862 0.169
H 7.749067 -0.680700 1.558325 -0.286 -0.034 -0.290 0.313
C -1.652913 0.475940 6.263525 -1.262 -0.585 0.593 -0.683
H -0.338583 -1.431630 3.932085 -0.668 0.300 -0.126 0.357
N 6.032877 -2.496520 -0.011245 0.185 -0.812 -0.511 0.335
H -6.741753 3.137940 -6.473905 0.189 0.248 0.406 0.411
H -1.758573 0.741400 7.315415 -0.256 -0.149 -0.010 0.299
H -3.942123 3.837110 2.886435 -0.857 -0.174 -0.216 0.544
H -0.381773 2.708320 -3.910005 1.153 -0.363 -0.972 0.357
H 5.065247 -3.433180 -1.662375 0.627 0.139 -0.234 0.325
H -1.632663 3.430180 3.626405 -0.635 0.818 -0.161 0.824
H 1.173987 5.403970 -1.753135 -0.258 -0.200 0.533 0.187
C 1.403707 3.681070 2.539215 0.338 0.211 0.057 0.623
H -0.208373 3.356770 -1.144675 0.042 0.564 0.058 -0.078
H 2.438637 -2.978890 -2.480725 0.543 -0.049 0.583 -0.289
H 0.345267 3.930880 2.465715 -0.164 -0.124 -0.007 -0.327
C 0.060197 -4.439700 2.405195 -1.371 0.511 0.741 -0.754
H -3.413443 1.634510 -5.318925 0.065 0.131 -0.767 0.163
C 0.450737 5.083040 -2.502815 1.147 1.348 1.035 -0.959
H -1.028663 -5.388670 0.870145 -0.028 -0.182 -0.024 0.520
H -0.838223 -0.246810 6.218675 0.120 0.266 -0.198 0.284
H 1.593977 3.299360 3.542305 -0.157 -1.200 -0.113 0.253
H 3.293727 4.734400 2.708795 -0.049 -0.059 -0.264 0.371
H 0.527177 1.831890 -2.622995 0.688 -0.220 -0.675 0.099
C 2.306077 -5.347390 -1.005915 1.943 1.072 1.996 -0.015
H 7.134337 -4.043730 1.086655 0.041 0.121 -0.245 0.364
H -5.556203 0.723300 -7.331695 0.194 0.111 -0.123 0.284
H -8.270733 -1.078310 -1.816615 0.083 0.239 0.033 0.199
H 5.809967 0.793550 2.692735 0.442 0.225 -0.231 0.293
C -1.150743 -4.478230 1.456925 0.460 -2.761 0.126 -1.191
H -6.567783 -2.430430 -0.466825 0.388 -0.033 0.411 0.088
F 0.972047 -7.358300 -0.870565 -2.204 -0.831 2.013 -0.276
C -8.470343 -1.802870 -1.027145 -0.254 0.006 -0.347 -1.244
C 1.927907 -6.802550 -1.535385 -0.049 1.245 0.876 0.872
H -0.448253 -1.376280 1.224105 0.614 0.158 0.529 -0.056
F -4.563283 -2.343670 1.812695 -0.383 -0.755 0.536 -0.345
C 1.546717 -3.603000 -2.536095 -0.057 -1.582 0.996 0.278
C 6.376087 -0.021140 3.144275 0.228 -0.768 -0.548 -1.219
C -6.467653 2.202270 -5.986565 0.890 0.001 -0.817 -0.786
H -7.384383 1.622050 -6.091635 0.290 -0.441 0.271 0.358
H 0.605467 5.050730 -4.595405 0.426 -0.604 -0.532 0.405
H 7.224167 0.329500 3.732425 0.127 0.297 -0.452 0.429
C 1.894447 1.439980 1.573855 -3.520 0.198 2.275 -1.004
C 1.296037 4.904050 -3.764925 -1.072 -0.562 0.664 -0.557
H -2.099413 -4.649490 1.965655 0.084 0.469 0.336 0.330
F -3.492633 -0.562950 1.641655 1.391 1.400 0.050 0.083
C 2.123667 -2.995250 4.397995 -1.800 -0.571 0.726 -0.504
C 4.172427 4.046890 -2.827085 -0.432 -0.434 1.424 -0.670
H 1.007037 -4.891540 2.109495 -0.166 0.048 -0.650 0.551
H 2.327987 -3.118310 2.232505 0.044 -0.481 0.078 -0.038
C 6.719357 -1.030820 -1.944505 1.814 -0.931 1.528 -0.850
H -2.800193 0.447420 -0.675025 0.235 0.160 0.322 -0.266
H 8.001727 -1.814700 -0.230095 0.160 0.051 -0.327 0.523
O -6.435733 -0.151010 2.556735 2.672 -1.431 -2.187 -0.882
C 2.761437 0.823620 0.367095 -1.590 1.537 1.344 0.498
H 3.166487 -5.144980 -1.643745 0.536 0.194 -0.662 -0.246
H -6.691033 2.600370 -3.782545 0.061 -0.476 0.040 0.444
C -4.291883 1.052610 -5.597925 -0.179 0.097 0.056 -0.366
O 2.705237 -5.096630 0.329285 -1.286 -1.170 -2.631 -0.753
C -0.239633 3.743530 -2.163275 0.050 0.806 -1.316 0.207
H 1.686587 -4.205250 -3.433785 -0.293 -0.161 -0.167 0.438
C 7.199737 -2.132750 -0.896245 0.771 0.903 0.561 -0.720
H -4.765253 1.734990 -2.205645 -0.151 -0.242 -0.099 0.501
C 5.255587 -1.245900 -1.948625 -2.504 -0.819 -0.764 0.461
N 0.277467 -2.929040 2.614165 -0.994 -0.609 0.322 1.174
H -5.564343 0.691250 1.007295 0.858 0.489 -0.822 -0.090
H -1.242503 2.647100 5.890595 0.012 -0.185 0.521 0.674
C -4.146863 1.480670 -3.066465 1.252 -0.985 -0.811 -0.952
H 4.038937 -2.738790 -0.576945 -0.597 0.880 -0.180 -0.142
H 1.671297 -3.951340 4.661365 0.169 -0.434 -0.267 0.475
H -8.457813 -2.775450 -1.519105 -0.593 -0.114 0.033 0.377
C -1.428853 1.684500 5.414365 0.657 1.751 -0.323 -0.095
H 4.119777 5.030120 -2.359555 0.170 0.122 -0.098 0.398
C 5.701687 -1.443910 1.136775 0.479 -0.572 -2.013 0.741
C -5.955403 2.386340 -4.557875 0.258 -0.274 -0.654 -0.549
F 3.920277 1.473850 0.202065 0.667 0.464 -0.046 -0.350
H -1.574683 2.019360 2.766345 -0.086 -0.644 0.011 -0.465
C 0.395177 -2.695480 -2.577315 -0.548 1.111 -1.170 -1.033
H 5.368957 -0.556130 0.598955 0.348 0.025 -0.112 -0.276
H 7.195467 -1.968540 2.628415 0.097 -0.141 -0.160 0.366
H -2.157693 4.403950 1.158965 0.058 -0.119 0.192 0.412
H 0.659977 -2.056880 -3.420035 -0.542 0.726 -0.054 0.529
H -2.495553 -0.017720 -3.556295 -0.335 0.482 -0.661 0.381
H 0.328867 -2.129420 -1.648195 0.017 0.139 -0.121 -0.159
F 1.456827 -6.827140 -2.806075 0.918 0.619 -0.592 -0.296
H 4.649847 -0.384160 -1.668265 0.179 -0.008 0.303 -0.683
C 2.131617 2.814340 -4.928565 0.539 0.369 1.566 -0.891
C -5.199003 1.583990 -6.766255 -1.533 -0.388 1.748 -0.481
H -0.635543 -3.044010 4.562405 -0.120 -0.072 -0.139 0.341
O 1.291327 -4.411360 -1.391255 0.120 -0.261 -0.373 -0.048
C -0.750473 -2.409700 3.683455 2.109 -0.390 -0.764 -1.433
H -1.362923 -0.138360 -1.441445 -0.011 0.078 -0.468 -0.137
F 2.154707 0.857830 -0.831805 -0.436 -0.189 -0.313 -0.147
C -3.116723 0.332440 -2.731895 -0.858 -0.650 -0.365 -0.125
H -4.784213 2.306900 -7.468725 0.370 -0.110 0.428 0.372
C -2.939893 -0.166870 5.625435 0.418 0.558 0.284 -0.593
N -5.083693 1.141500 -4.278385 0.054 0.715 1.087 0.368
F -4.273073 -1.541340 -0.108995 0.604 0.251 -1.563 -0.283
H -3.858493 0.140920 6.124965 0.139 -0.625 0.550 0.362
H -1.834703 1.606910 -1.536245 0.380 -0.053 -0.027 -0.466
H 5.387567 2.258370 -2.697985 -0.396 -0.307 -0.079 0.314
H 1.299007 2.852030 -5.631005 0.131 0.157 0.188 0.361
H -4.123573 2.241070 2.012645 -0.075 -0.234 0.815 0.207
C -3.745023 2.659140 5.371515 1.137 0.071 -0.933 -1.046
C 6.872857 -1.102160 2.050995 -1.351 0.572 2.010 -0.457
H 1.924067 5.660630 3.290415 -0.140 -0.363 0.606 0.451
H -0.186553 5.960260 -2.614435 -0.335 -0.298 0.001 0.595
C -7.375783 -1.855150 -0.014855 0.392 1.335 1.020 -0.012
C -5.901483 -0.082570 -3.926535 -0.269 0.631 -0.079 -1.189
F 2.957197 -7.636360 -1.421995 0.976 0.048 -0.565 -0.274
H -6.294923 -0.021980 -2.911825 0.270 0.381 0.184 0.499
H -7.757163 -2.296640 0.905865 0.287 -0.454 -0.015 0.388
N -2.694463 1.928080 4.571575 1.326 -0.922 -0.385 0.687
C 2.234297 4.930140 2.543265 -0.136 1.422 -0.340 -1.659
H -3.586363 2.365590 -3.367885 -0.163 0.177 -0.060 0.208
C 6.211027 -3.972100 0.511795 -0.279 1.650 0.113 -0.857
H 2.908347 2.232560 -2.453995 0.500 0.132 0.283 -0.232
H 7.209137 -1.193210 -2.904625 -0.129 -0.241 0.070 0.427
H -6.785693 -0.053980 -4.563285 0.323 -0.600 -0.300 0.377
H -3.985573 0.443970 3.764015 -0.372 0.043 0.295 0.287
H -3.332433 3.664860 5.291515 -0.740 0.313 0.584 0.400
H 6.210067 -4.612920 -0.369935 0.041 0.031 0.255 0.490
H 5.371997 -4.203390 1.168035 -0.175 -0.022 -0.312 0.219
H -9.431773 -1.567410 -0.570725 -0.019 -0.119 -0.220 0.345
F 3.089877 -0.436600 0.612345 -0.347 -0.765 0.158 0.065
C -0.066363 -2.397130 1.212885 0.388 0.355 -0.768 1.234
H 2.060027 5.538120 1.655515 0.430 -0.316 -0.539 0.256
C 2.839237 3.320340 -2.446655 -0.398 -0.437 -2.338 0.134
H 7.502047 -3.071480 -1.360455 -0.025 0.214 -0.221 0.438
N 1.720127 3.460950 -3.593165 -0.768 -0.487 -1.091 0.307
H -4.697983 2.540900 4.855785 0.036 0.096 0.170 0.291
H -5.232883 3.202160 -4.580325 -0.031 0.078 0.169 0.369
C 4.964957 -2.503830 -1.101705 -0.305 -0.221 1.246 -0.693
H 4.335597 4.210140 -3.892365 -0.222 -0.248 0.008 0.382
H 1.859757 -1.556460 2.775705 -0.079 0.276 0.334 0.181
O 0.637787 0.935940 1.873275 2.480 -0.080 -1.545 -0.341
H 6.332107 3.613910 -2.547655 -0.130 0.643 0.331 0.473
C 5.355437 3.244590 -2.234895 0.198 -0.604 -0.811 -1.321
H 2.500467 1.365140 2.476755 1.043 -0.567 0.093 0.355
C -2.890323 3.601330 1.074415 0.411 -0.556 -1.461 -1.431
C -2.179673 0.573270 -1.562275 -1.109 0.770 0.920 0.745
C -5.873963 -0.317320 1.281175 -2.489 1.929 3.624 0.303
H 5.703677 -0.374510 3.925995 -0.120 -0.774 -0.305 0.181
H 1.669177 -2.360870 5.158985 -0.018 0.561 -0.201 0.134
C -3.032913 0.532290 4.286255 -0.557 -1.374 -1.061 -0.427
C -2.304073 2.643170 3.283005 0.464 -0.750 -0.012 -0.156
H -3.718553 -0.534550 -2.459435 0.003 -0.148 0.003 0.172
H -2.292193 0.188120 3.564465 0.199 -0.046 0.167 -0.123
H 4.936007 -1.494020 -2.960745 -0.209 0.057 -0.063 0.819
H -0.540663 1.507160 4.807925 -0.454 0.174 -0.851 -0.321
H -0.340913 -4.905410 3.305365 0.751 0.191 0.459 0.429
H 0.839727 -2.484880 0.613375 0.315 0.266 0.336 -0.996
H -3.765083 2.287960 6.396165 -0.021 0.131 -0.208 0.446
H -0.568793 -3.154750 -2.796225 0.119 -0.233 0.102 0.364
H -1.773893 -2.444420 3.309935 0.255 0.177 -0.194 0.535
C 0.408157 2.771990 -3.161635 -0.112 0.650 1.718 -0.569
H -2.476313 2.734790 0.558855 0.819 0.110 -0.137 0.020
H -2.817993 -1.249380 5.587945 -0.502 0.157 -0.163 0.448
C 3.572827 -3.032890 4.597435 2.520 -0.036 0.395 -1.372
H 4.066577 -2.100230 4.324565 -0.118 0.254 -0.166 0.139
H 7.019837 -0.026480 -1.645975 -0.080 -0.071 0.290 0.276
H 2.137217 5.587850 -3.878655 0.032 -0.277 0.162 0.457
O -6.960293 -0.500930 0.336275 1.033 -1.604 -1.648 -0.319
H 4.109137 -3.814030 4.058645 -0.333 -0.147 -0.386 0.372
H -2.034863 -2.803340 0.420435 -0.151 -0.062 0.299 -0.883
C -1.084023 -3.319430 0.553355 -0.682 0.928 -0.369 1.008
C 1.744497 -2.616020 3.004085 -1.312 0.575 -1.387 -0.124
C -3.449903 3.033530 2.338635 0.297 1.276 1.395 -0.438
H -3.642673 3.903300 0.345795 -0.415 0.387 0.433 0.553
H -0.835273 -3.692230 -0.440245 0.644 0.487 0.166 -0.021
O 1.797897 2.897730 1.428335 0.887 -0.293 -1.388 -0.231
H -5.268733 -0.969300 -3.964455 -0.286 0.090 -0.481 0.383
H 2.411147 3.631550 -1.493775 -0.041 0.073 -0.180 0.413
H 3.893127 -3.199820 5.625855 -0.425 0.024 0.203 0.473
H 3.016227 3.341490 -5.285895 -0.221 -0.147 -0.204 0.368
C -4.537963 -1.186400 1.146505 -3.368 -0.929 0.784 0.608
```
Positions in Å, forces in eV/Å.